Density functional theory data (ωB97M-V/def2-TZVPD) for a 13-piece molecular cluster, C54H146N12O15 overall.

CARTESIAN COORDINATES (ANGSTROEM)
C 2.181 2.609 -8.271
C 2.067 1.192 -7.755
C 0.758 0.923 -6.931
O 0.593 1.745 -5.784
C 1.547 1.674 -4.729
N 2.031 0.277 -8.845
H 1.652 2.814 -9.201
H 3.231 2.903 -8.249
H 1.701 3.336 -7.615
H 2.909 0.836 -7.162
H 0.827 -0.130 -6.656
H -0.086 1.026 -7.613
H 1.210 1.825 -3.704
H 2.301 2.455 -4.832
H 2.056 0.710 -4.732
H 2.439 -0.558 -8.449
H 2.781 0.514 -9.478
C -3.496 -5.765 6.356
C -3.112 -5.050 5.004
C -3.616 -3.540 5.064
O -3.291 -2.960 3.776
C -3.455 -1.480 3.748
N -1.685 -5.038 4.660
H -3.219 -6.813 6.469
H -4.536 -5.791 6.681
H -3.057 -5.240 7.204
H -3.767 -5.431 4.221
H -3.147 -2.965 5.862
H -4.694 -3.510 5.222
H -3.321 -1.019 2.769
H -2.738 -1.086 4.468
H -4.462 -1.244 4.093
H -1.540 -4.122 4.261
H -1.248 -5.168 5.561
C -5.667 1.199 5.316
C -4.572 2.222 5.788
C -4.333 3.530 5.020
O -3.872 3.031 3.747
C -3.224 3.840 2.817
N -4.837 2.577 7.188
H -5.563 0.170 5.658
H -5.599 1.323 4.235
H -6.673 1.556 5.536
H -3.551 1.842 5.823
H -3.555 4.096 5.532
H -5.136 4.267 4.993
H -2.921 3.345 1.894
H -2.370 4.378 3.229
H -3.836 4.669 2.462
H -4.538 1.795 7.752
H -4.245 3.360 7.426
C 1.505 -7.152 -5.080
C 2.120 -7.228 -3.620
C 1.454 -6.227 -2.646
O 0.009 -6.372 -2.706
C -0.728 -5.788 -1.555
N 1.980 -8.550 -3.143
H 0.436 -6.944 -5.104
H 1.730 -8.081 -5.605
H 1.897 -6.335 -5.687
H 3.194 -7.067 -3.720
H 1.629 -5.176 -2.878
H 1.939 -6.368 -1.680
H -1.815 -5.780 -1.641
H -0.335 -4.802 -1.305
H -0.597 -6.463 -0.709
H 1.973 -8.461 -2.137
H 1.024 -8.867 -3.221
C 1.046 -0.732 -1.669
C 0.009 -1.496 -0.823
C -0.174 -0.798 0.463
O -0.420 0.608 0.388
C -0.461 1.258 1.632
N -1.103 -1.485 -1.740
H 0.811 0.304 -1.913
H 1.276 -1.323 -2.556
H 1.983 -0.631 -1.122
H 0.296 -2.539 -0.692
H 0.617 -1.040 1.173
H -1.031 -1.314 0.897
H -1.378 1.117 2.203
H -0.173 2.310 1.643
H 0.328 0.905 2.296
H -1.407 -0.536 -1.575
H -1.830 -2.094 -1.392
C -7.772 -0.189 -2.905
C -7.867 0.678 -1.643
C -6.658 1.718 -1.611
O -5.434 1.044 -1.259
C -4.302 1.834 -1.461
N -9.229 1.318 -1.479
H -8.527 -0.954 -2.726
H -6.759 -0.461 -3.203
H -8.132 0.341 -3.787
H -7.694 -0.013 -0.818
H -6.820 2.566 -0.945
H -6.533 2.153 -2.602
H -4.531 2.707 -2.072
H -3.570 1.227 -1.993
H -3.802 2.183 -0.558
H -9.466 1.969 -2.213
H -10.027 0.701 -1.525
C 4.935 -3.457 -2.169
C 4.616 -2.591 -0.881
C 3.732 -3.325 0.170
O 3.233 -2.365 1.017
C 2.565 -2.748 2.235
N 5.783 -1.954 -0.322
H 5.787 -4.129 -2.273
H 5.109 -2.755 -2.984
H 4.149 -4.156 -2.455
H 4.089 -1.733 -1.298
H 4.314 -4.130 0.619
H 2.907 -3.766 -0.390
H 1.705 -3.387 2.037
H 2.164 -1.882 2.761
H 3.329 -3.067 2.944
H 5.239 -1.628 0.464
H 6.044 -1.195 -0.936
C 1.597 3.923 -1.301
C 1.472 5.160 -0.339
C 0.749 4.879 0.929
O 0.841 5.993 1.757
C -0.130 7.033 1.597
N 2.731 5.726 -0.087
H 0.828 3.866 -2.071
H 1.515 2.930 -0.859
H 2.585 3.971 -1.760
H 0.862 5.989 -0.698
H 1.267 4.133 1.531
H -0.258 4.578 0.639
H -0.054 7.511 0.621
H -0.147 7.749 2.420
H -1.097 6.538 1.689
H 2.473 6.528 0.470
H 3.280 5.056 0.433
C 2.010 5.857 5.898
C 1.019 4.860 5.234
C -0.429 5.376 5.110
O -0.919 5.931 6.383
C -2.085 6.667 6.197
N 1.423 4.308 3.986
H 2.791 5.208 6.295
H 1.538 6.268 6.790
H 2.424 6.558 5.174
H 1.090 3.961 5.846
H -1.062 4.508 4.923
H -0.459 6.156 4.349
H -1.944 7.630 5.707
H -2.608 6.966 7.106
H -2.730 6.056 5.566
H 2.269 4.804 3.744
H 0.737 4.481 3.265
C 4.455 -1.201 -5.231
C 3.414 -2.167 -5.947
C 3.928 -2.647 -7.291
O 3.910 -1.597 -8.253
C 4.317 -1.902 -9.597
N 3.083 -3.355 -5.126
H 5.449 -1.648 -5.222
H 4.149 -1.114 -4.189
H 4.592 -0.179 -5.584
H 2.524 -1.584 -6.183
H 3.438 -3.523 -7.717
H 4.971 -2.923 -7.139
H 3.886 -2.758 -10.116
H 5.371 -2.135 -9.450
H 4.441 -1.104 -10.330
H 2.486 -3.252 -4.318
H 2.543 -3.914 -5.771
C -4.888 -2.369 -1.367
O -3.817 -3.111 -0.774
C -3.949 -3.593 0.593
C -4.490 -5.033 0.697
N -5.781 -5.247 0.189
C -6.333 -6.653 0.213
C -5.693 -7.582 -0.894
O -6.399 -7.297 -2.142
C -5.675 -6.405 -3.000
H -5.885 -2.724 -1.106
H -4.760 -2.291 -2.446
H -4.673 -1.333 -1.104
H -4.458 -2.836 1.190
H -2.922 -3.543 0.954
H -4.722 -5.424 1.688
H -3.797 -5.809 0.373
H -5.822 -4.960 -0.779
H -7.412 -6.532 0.111
H -6.173 -7.149 1.170
H -6.056 -8.549 -0.547
H -4.605 -7.556 -0.956
H -4.601 -6.559 -3.103
H -5.871 -5.366 -2.737
H -6.006 -6.603 -4.020
C 9.096 5.122 -1.464
O 9.457 6.260 -0.677
C 9.267 6.055 0.721
C 7.728 6.059 1.002
N 7.298 5.908 2.391
C 5.863 5.591 2.527
C 5.508 4.161 1.905
O 4.038 3.946 1.912
C 3.645 2.608 1.573
H 8.066 5.174 -1.817
H 9.340 4.188 -0.958
H 9.793 5.298 -2.283
H 9.832 6.765 1.326
H 9.669 5.102 1.067
H 7.175 5.417 0.317
H 7.380 7.052 0.718
H 7.487 6.698 2.991
H 5.229 6.393 2.149
H 5.584 5.651 3.579
H 5.921 3.374 2.536
H 5.984 3.884 0.964
H 3.723 2.602 0.486
H 2.626 2.341 1.855
H 4.327 1.894 2.037
C 0.012 -0.468 6.286
C 0.208 1.055 5.880
O 1.273 1.174 4.923
H -0.152 -1.207 5.501
H -0.890 -0.505 6.896
H 0.811 -0.898 6.891
H 0.529 1.514 6.815
H -0.703 1.501 5.481
H 1.437 2.117 4.844

Summary:
2S+1   2
Molar mass   1203.83 g/mol
Energy relative to the best compared isomer or geometry (same formula, charge and spin)   169.0 kcal/mol
⟨S²⟩   0.75
Charge   +1
Highest occupied orbital energy (alpha / beta)   -9.8 / -9.8 eV
Gap between HOMO and LUMO (alpha / beta)   7.47 / 2.18 eV